(1)
Density functional theory data (ωB97M-V with the def2-TZVPD basis set) for C8H4LaN2O5 as an isolated structure.

The calculation puts the LUMO energy at -13.8552 eV. The multiplicity is 1. The total charge is +3. The orbital gap is 7.66 eV.

Last column: Löwdin charge in e.
Element x y z (Å)
1 O 0.001 3.546 -1.491  0.234
2 C 0.001 2.403 -1.587  -0.035
3 La -0.002 -0.008 -0.929  1.642
4 O -0.001 -0.007 -4.847  0.190
5 C -0.001 -0.005 -3.689  -0.043
6 C -0.003 -2.410 -1.596  -0.035
7 O -0.003 -3.553 -1.491  0.236
8 C -2.403 -0.006 -1.595  -0.034
9 O -3.544 -0.004 -1.492  0.237
10 C 2.401 -0.009 -1.594  -0.034
11 O 3.542 -0.009 -1.491  0.237
12 N -0.021 0.704 3.083  0.166
13 C 0.024 -0.721 3.156  0.062
14 C 0.038 -1.169 1.896  -0.035
15 N 0.006 -0.003 1.078  -0.378
16 C -0.037 1.143 1.837  -0.064
17 H -0.044 1.333 3.864  0.195
18 H 0.039 -1.269 4.064  0.153
19 H 0.074 -2.138 1.396  0.133
20 H -0.067 2.181 1.427  0.175

=====

(2)
Density functional theory data (ωB97M-V with the def2-TZVPD basis set) for C8H4N2O2S2 as an isolated structure.

The calculation puts the LUMO energy (spin up / spin down) at -1.6196 / -1.6076 eV. The multiplicity is 1. The total charge is 0. The orbital gap (spin up / spin down) is 6.88 / 6.53 eV.

Last column: natural (NBO) charge in e.
Element x y z (Å)
1 C -1.063 -1.946 -0.192  -0.237
2 C 3.475 0.457 0.121  -0.039
3 C -2.366 -2.170 -0.119  -0.023
4 C 3.507 1.861 0.061  -0.444
5 C -0.102 0.568 -0.177  -0.138
6 C -0.967 -0.485 -0.155  -0.051
7 C -2.323 0.055 -0.060  -0.160
8 C 1.320 0.758 -0.172  -0.032
9 N 2.280 -0.128 -0.033  -0.394
10 N -3.148 -0.974 -0.024  0.124
11 O -4.374 -1.012 0.152  -0.455
12 O -1.799 2.370 1.005  -0.912
13 S 1.914 2.419 -0.197  0.456
14 S -1.660 1.776 -0.283  1.344
15 H -0.334 -2.724 -0.256  0.247
16 H 4.208 -0.309 0.286  0.226
17 H -2.770 -3.173 -0.131  0.238
18 H 4.202 2.657 0.174  0.252

=====

(3)
Density functional theory data (ωB97M-V with the def2-TZVPD basis set) for C8H4N2O5Tl as an isolated structure.

The calculation puts the LUMO energy (spin up / spin down) at -16.3597 / -15.7591 eV. The multiplicity is 1. The total charge is +3. The orbital gap (spin up / spin down) is 4.81 / 5.41 eV.

Last column: natural (NBO) charge in e.
Element x y z (Å)
1 O -3.360 -3.853 -1.664  -0.417
2 C -2.915 -2.800 -1.602  0.430
3 Tl -0.435 1.452 -0.720  1.056
4 O -3.714 2.335 -3.513  -0.346
5 C -2.878 2.052 -2.787  0.502
6 C 0.773 3.892 -0.366  0.521
7 O 1.267 4.914 -0.255  -0.281
8 C 0.512 0.181 -3.111  0.540
9 O 1.430 -0.359 -3.536  -0.340
10 C -2.721 1.192 0.991  0.539
11 O -2.999 1.030 2.089  -0.340
12 N 1.711 -2.077 1.849  -0.486
13 C 2.456 -0.953 2.215  0.226
14 C 1.926 0.121 1.541  0.148
15 N 0.853 -0.315 0.775  -0.545
16 C 0.762 -1.630 0.982  0.414
17 H 1.816 -3.058 2.144  0.515
18 H 3.276 -1.028 2.890  0.308
19 H 2.217 1.156 1.559  0.275
20 H 0.021 -2.254 0.517  0.282

=====

(4)
Density functional theory data (ωB97M-V with the def2-TZVPD basis set) for C8H5CeCl2NO3Sc as an isolated structure.

The calculation puts the LUMO energy (spin up / spin down) at -16.5349 / -16.5355 eV. The multiplicity is 2. The total charge is +4. The orbital gap (spin up / spin down) is 6.51 / 6.53 eV.

Last column: Löwdin spin population.
Element x y z (Å)
1 Sc -3.807 0.274 -2.215  0.000
2 Ce -0.015 0.906 1.555  1.008
3 Cl -2.485 0.178 -4.003  0.000
4 Cl -2.577 0.611 1.399  -0.005
5 C 0.297 0.284 3.884  -0.001
6 C -3.776 2.412 -1.899  0.000
7 C -5.850 0.797 -1.932  0.000
8 O 0.357 0.023 5.007  0.001
9 O -3.680 3.573 -1.629  0.000
10 O -6.785 1.405 -1.546  0.000
11 C 3.747 -1.152 0.116  0.000
12 C 2.841 -2.222 0.318  0.001
13 C 1.475 -1.940 0.401  -0.001
14 N 1.042 -0.649 0.358  -0.004
15 C 1.923 0.348 -0.067  -0.001
16 C 3.284 0.113 -0.108  0.000
17 H 4.812 -1.343 0.097  0.000
18 H 3.146 -3.278 0.449  0.000
19 H 0.677 -2.669 0.511  0.000
20 H 1.488 1.316 -0.434  0.000
21 H 3.886 1.010 -0.265  0.000

=====

(5)
Density functional theory data (ωB97M-V with the def2-TZVPD basis set) for an isolated ion of composition C8H5Cl2N4 and charge -1.

As for the structure (SMILES): ClC(Cl)=C1C=CC=C[C@@H]1c1nn[n-]n1. The calculation puts the LUMO energy at 2.8448 eV. The multiplicity is 1. The total charge is -1. The orbital gap is 7.69 eV.

Last column: natural (NBO) charge in e.
Element x y z (Å)
1 C -1.891 -0.963 0.217  -0.272
2 C -1.197 -0.225 1.079  -0.080
3 C -1.123 -1.494 -0.898  -0.170
4 C 0.187 0.304 0.842  -0.334
5 C 0.224 -1.331 -0.892  -0.194
6 C 1.040 -0.663 0.050  -0.020
7 C -0.050 1.555 0.048  0.229
8 C 2.318 -1.026 0.340  -0.087
9 N -0.495 2.650 0.640  -0.391
10 N 0.150 1.708 -1.309  -0.395
11 N -0.548 3.536 -0.380  -0.173
12 N -0.174 2.983 -1.460  -0.150
13 Cl 3.087 -2.196 -0.708  -0.006
14 Cl 3.295 -0.099 1.472  0.009
15 H -2.830 -1.328 0.347  0.194
16 H -1.741 0.080 1.966  0.203
17 H -1.692 -2.092 -1.490  0.194
18 H 0.552 0.475 1.770  0.233
19 H 0.887 -1.875 -1.634  0.207

=====

(6)
Density functional theory data (ωB97M-V with the def2-TZVPD basis set) for one molecule with the formula C8H5ClO.

As for the structure (SMILES): O=C1c2ccccc2[C@@H]1Cl. The calculation puts the LUMO energy at -0.2508 eV. The multiplicity is 1. The total charge is 0. The orbital gap is 9.67 eV.

Last column: natural (NBO) charge in e.
Element x y z (Å)
1 C 1.984 0.525 -0.591  -0.204
2 C 1.827 -0.841 -0.273  -0.164
3 C 0.894 1.389 -0.411  -0.155
4 C 0.636 -1.473 0.165  -0.216
5 C -0.256 0.747 -0.064  -0.174
6 C -0.410 -0.608 0.291  0.048
7 C -1.714 1.068 0.205  0.566
8 C -2.025 -0.372 0.671  -0.269
9 O -2.439 2.032 0.130  -0.494
10 Cl -3.215 -1.246 -0.395  -0.056
11 H 3.015 0.891 -0.848  0.228
12 H 2.609 -1.525 -0.343  0.210
13 H 0.850 2.387 -0.547  0.224
14 H 0.680 -2.449 0.366  0.218
15 H -2.436 -0.526 1.644  0.240

=====

(7)
Density functional theory data (ωB97M-V with the def2-TZVPD basis set) for an isolated ion of composition C8H5FNO2 and charge -1.

As for the structure (SMILES): N#C\C(F)=C/C=C\C=C\C(=O)[O-]. The calculation puts the LUMO energy at 2.8182 eV. The multiplicity is 1. The total charge is -1. The orbital gap is 7.24 eV.

Last column: natural (NBO) charge in e.
Element x y z (Å)
1 C -0.588 -0.897 -2.331  0.219
2 C -0.938 -0.071 0.495  -0.145
3 C -0.536 1.033 -0.160  -0.305
4 C -0.362 -1.405 0.564  -0.356
5 C 0.322 1.004 -1.288  -0.217
6 C 1.598 -2.985 0.857  0.764
7 C 0.767 -1.851 -0.014  -0.207
8 C 0.503 -0.142 -2.009  0.267
9 N -1.464 -1.464 -2.753  -0.302
10 O 1.023 -3.145 1.925  -0.745
11 O 2.444 -3.554 0.159  -0.738
12 F 1.576 -0.168 -2.891  -0.336
13 H -1.871 0.002 1.191  0.198
14 H -0.970 2.000 -0.003  0.200
15 H -0.403 -1.927 1.582  0.283
16 H 0.880 1.881 -1.462  0.208
17 H 1.114 -2.029 -1.083  0.212

=====

(8)
Density functional theory data (ωB97M-V with the def2-TZVPD basis set) for C8H5N2O5V as an isolated structure.

The calculation puts the LUMO energy (spin up / spin down) at -11.2065 / -10.8063 eV. The multiplicity is 3. The total charge is +2. The orbital gap (spin up / spin down) is 6.80 / 7.22 eV.

Last column: natural (NBO) charge in e.
Element x y z (Å)
1 O -3.428 -2.076 -2.794  -0.411
2 C -2.485 -1.568 -2.398  0.431
3 V 1.089 0.507 -1.004  0.262
4 C 2.580 1.406 -0.150  0.546
5 O 3.471 1.964 0.362  -0.251
6 C 1.977 0.780 -2.737  0.560
7 O 2.756 1.035 -3.583  -0.258
8 C -0.491 1.672 -0.817  0.566
9 O -1.472 2.239 -0.590  -0.282
10 C 1.148 -1.439 -0.645  0.552
11 O 1.053 -2.542 -0.321  -0.270
12 H 0.602 0.353 -2.526  0.186
13 N 0.378 0.137 1.813  -0.320
14 C -0.408 -0.147 2.846  0.063
15 C -1.622 -0.577 2.315  -0.268
16 C -1.484 -0.499 0.911  0.024
17 N -0.235 -0.050 0.647  -0.396
18 H 1.331 0.467 1.847  0.424
19 H -0.066 -0.025 3.858  0.281
20 H -2.502 -0.901 2.850  0.293
21 H -2.191 -0.736 0.114  0.268

=====

Number 1: E -22404.13840 eV. Number 2: E -37099.95960 eV. Number 3: E -26235.11394 eV. Number 4: E -74637.85019 eV. Number 5: E -39380.71608 eV. Number 6: E -22945.07741 eV. Number 7: E -16677.17359 eV. Number 8: E -47260.17946 eV.